No. 1
{"formula": "C2H9N2O", "method": "the ωB97M-V functional and the def2-TZVPD basis", "gap_ev": 11.6, "e_lumo_ev": -3.35, "e_tot_ha": -266.0856, "total_charge": 1, "relative_energy_kcal_mol": 41.44, "elements": ["C", "N", "C", "N", "H", "H", "H", "H", "H", "H", "H", "H", "H", "O"], "xyz": [[0.121, -1.768, -1.142], [-0.209, 0.581, 1.748], [-0.213, -0.566, 1.088], [-0.281, -0.580, -0.193], [-0.298, -1.622, -2.141], [1.135, -1.609, -1.347], [-0.290, -2.687, -0.725], [-0.325, 1.461, 1.140], [0.129, 0.493, 2.645], [0.087, -1.502, 1.547], [-0.356, 0.436, -0.679], [0.350, 2.054, -1.280], [-0.201, 3.070, -0.360], [0.352, 2.239, -0.301]], "atomic_forces_ev_per_a": [[-2.331, 1.940, 0.851], [-1.526, 0.052, -2.961], [1.586, 0.470, 0.027], [-0.431, 1.427, -4.588], [-0.704, 0.206, 0.445], [1.810, -0.685, 0.462], [0.735, 0.027, 0.009], [0.653, -1.648, 1.789], [0.499, 0.699, 2.442], [-0.427, 0.081, 0.481], [0.066, -3.402, 1.655], [0.598, 0.114, 1.137], [0.831, -0.788, 0.591], [-1.358, 1.508, -2.339]]}


No. 2
{"formula": "C2H9N2O", "method": "the ωB97M-V functional and the def2-TZVPD basis", "gap_ev": 11.2, "e_lumo_ev": -3.42, "e_tot_ha": -266.1366, "total_charge": 1, "relative_energy_kcal_mol": 9.46, "elements": ["N", "H", "H", "H", "H", "C", "N", "C", "O", "H", "H", "H", "H", "H"], "xyz": [[1.599, 0.689, 1.707], [2.095, 1.438, 1.231], [1.406, 0.996, 2.658], [0.652, 0.442, 1.187], [2.192, -0.138, 1.748], [-1.349, -0.197, -0.144], [-0.783, -0.580, -1.273], [0.634, -0.445, -1.567], [-0.770, 0.307, 0.825], [-2.428, -0.351, -0.108], [-1.380, -0.958, -1.990], [0.805, -0.741, -2.596], [1.218, -1.097, -0.929], [0.950, 0.593, -1.435]], "atomic_forces_ev_per_a": [[0.019, -0.183, -0.078], [0.041, -0.002, -0.075], [-0.132, -0.038, 0.029], [-0.073, 0.308, 0.234], [0.106, 0.047, 0.038], [-0.364, 0.000, 0.021], [0.150, -0.038, -0.248], [-0.159, 0.198, 0.014], [0.405, -0.096, -0.050], [-0.118, 0.007, 0.029], [-0.076, -0.021, 0.027], [0.031, 0.051, -0.038], [0.173, -0.150, 0.161], [-0.003, -0.085, -0.064]]}